1.
The following is a quantum chemistry calculation of a molecular structure, C32H42AsBr2CuN6O3Si3 in a non-equilibrium geometry, from OMol25.

⟨S²⟩: 0.7653
Molar mass: 941.26 g/mol
LUMO (alpha / beta): -2.413 / -5.444 eV
Largest force on an atom: 1.083 eV/A
Total energy: -11691.4618 Ha
Frontier orbital gap (alpha / beta): 8.28 / 5.21 eV

The geometry in ORCA input format:
```
! wB97M-V def2-TZVPD RIJCOSX def2/J DEFGRID3
* xyz 1 2
Cu 1.00 -1.56 -0.29
C 3.78 -2.79 -1.48
O 3.03 -1.60 -1.14
C 3.73 -0.45 -0.96
C 5.11 -0.39 -1.02
C 5.72 0.85 -0.90
Br 7.60 0.95 -0.97
C 4.98 2.00 -0.72
C 3.59 1.93 -0.60
C 2.98 0.69 -0.72
O 1.58 0.52 -0.63
C 2.89 3.21 -0.36
N 3.27 4.32 -0.91
C 2.46 5.31 -0.33
C 2.45 6.68 -0.55
C 1.57 7.45 0.19
C 0.72 6.86 1.14
C 0.72 5.50 1.37
C 1.60 4.73 0.60
N 1.86 3.37 0.54
H 4.41 -2.59 -2.34
H 3.04 -3.54 -1.72
H 4.37 -3.11 -0.63
H 5.71 -1.27 -1.16
H 5.45 2.97 -0.65
H 1.15 0.86 -1.43
H 3.12 7.13 -1.28
H 1.54 8.52 0.05
H 0.05 7.49 1.72
H 0.07 5.05 2.11
H 1.49 2.67 1.15
O 1.98 -3.46 5.59
C 2.01 -3.10 4.30
C 2.10 -1.78 3.86
C 2.10 -1.55 2.51
N 2.03 -2.52 1.57
C 2.01 -3.77 2.02
Br 2.14 -5.19 0.79
C 1.98 -4.12 3.36
H 2.03 -2.69 6.17
H 2.17 -0.96 4.56
H 2.15 -0.53 2.13
H 1.95 -5.15 3.67
C -1.99 2.94 -0.46
Si -2.72 1.57 -1.46
C -2.33 1.99 -3.23
C -4.56 1.56 -1.23
As -1.75 -0.53 -0.79
Si -2.59 -2.00 -2.59
C -4.40 -1.64 -2.62
C -1.59 -1.29 -3.98
C -2.33 -3.82 -2.67
Si -2.01 -0.47 1.61
C -3.73 0.07 2.00
C -1.54 -1.97 2.58
C -0.74 0.84 2.08
H -2.62 3.83 -0.60
H -0.99 3.19 -0.82
H -1.94 2.74 0.62
H -2.46 3.07 -3.34
H -3.02 1.50 -3.93
H -1.31 1.75 -3.52
H -4.91 2.54 -1.56
H -4.86 1.41 -0.20
H -5.05 0.80 -1.84
H -4.64 -0.71 -3.15
H -4.80 -1.59 -1.61
H -4.91 -2.46 -3.14
H -1.78 -0.23 -4.17
H -1.79 -1.84 -4.90
H -0.52 -1.41 -3.75
H -2.96 -4.38 -1.98
H -1.29 -4.11 -2.53
H -2.62 -4.09 -3.69
H -4.46 -0.54 1.45
H -3.89 1.12 1.76
H -3.91 -0.08 3.07
H -2.35 -2.70 2.64
H -1.31 -1.62 3.60
H -0.65 -2.47 2.19
H -1.20 1.81 2.29
H 0.01 0.98 1.29
H -0.21 0.53 2.99
N -0.21 -3.00 -0.48
C -0.91 -3.72 0.11
C -1.84 -4.53 0.75
C -1.49 -5.81 1.29
N -1.21 -6.83 1.74
C -3.15 -3.97 0.80
N -4.16 -3.40 0.77
*
```

=====

2.
The following is a quantum chemistry calculation of a molecular structure, C32H42Cl4N3O3S2SiTi in a non-equilibrium geometry, from OMol25.

Molar mass: 798.60 g/mol
LUMO (alpha / beta): 1.958 / 1.968 eV
Largest force on an atom: 1.843 eV/A
Total energy: -5410.8598 Ha
Frontier orbital gap (alpha / beta): 4.94 / 4.95 eV

The geometry in ORCA input format:
```
! wB97M-V def2-TZVPD RIJCOSX def2/J DEFGRID3
* xyz -1 1
Ti 1.00 0.62 -1.01
O 0.58 -0.13 3.36
C 0.80 1.12 3.80
C 0.83 1.30 5.19
C 1.06 2.56 5.72
C 1.27 3.65 4.88
C 1.25 3.46 3.51
C 1.02 2.21 2.95
C 1.03 2.04 1.47
O 0.61 0.91 0.98
N 1.50 3.03 0.77
N 1.48 2.77 -0.61
C 1.77 3.82 -1.28
S 1.82 3.87 -3.03
C 1.66 5.67 -3.08
C 2.51 6.24 -1.96
S 2.10 5.33 -0.44
H 0.52 -0.08 2.37
H 0.67 0.44 5.82
H 1.08 2.69 6.79
H 1.45 4.63 5.29
H 1.41 4.30 2.84
H 0.61 5.95 -2.95
H 2.00 6.00 -4.06
H 2.29 7.29 -1.78
H 3.57 6.13 -2.18
Cl 1.91 0.69 -3.28
C -0.80 1.62 -1.85
Cl -1.55 2.94 -0.80
H -1.65 0.98 -2.09
H -0.52 2.15 -2.75
Cl 2.05 -4.22 -1.75
C 3.15 -2.99 -1.24
C 4.51 -3.34 -1.14
C 5.45 -2.42 -0.78
Cl 7.12 -2.90 -0.66
C 5.07 -1.08 -0.51
C 5.97 -0.06 -0.14
C 5.49 1.20 0.09
C 4.11 1.44 -0.04
N 3.25 0.51 -0.38
C 3.71 -0.75 -0.61
C 2.70 -1.70 -0.98
O 1.45 -1.32 -1.02
H 4.79 -4.36 -1.36
H 7.02 -0.29 -0.06
H 6.15 2.01 0.37
H 3.72 2.43 0.14
C -0.28 -3.12 1.00
C -1.77 -2.74 1.02
C -2.60 -4.03 0.88
C -2.05 -2.17 2.42
Si -2.15 -1.42 -0.37
C -2.32 -2.26 -2.12
C -3.67 -2.97 -2.31
C -2.15 -1.25 -3.26
C -1.20 -3.29 -2.32
C -3.75 -0.43 0.11
C -4.90 -1.34 0.58
C -4.28 0.41 -1.06
C -3.42 0.56 1.25
H -0.09 -3.85 1.79
H 0.35 -2.25 1.18
H 0.04 -3.55 0.06
H -2.39 -4.68 1.74
H -2.35 -4.59 -0.02
H -3.68 -3.84 0.87
H -1.70 -2.89 3.16
H -3.11 -1.99 2.60
H -1.51 -1.24 2.60
H -4.51 -2.28 -2.31
H -3.86 -3.73 -1.54
H -3.67 -3.49 -3.28
H -2.86 -0.43 -3.24
H -2.28 -1.78 -4.22
H -1.14 -0.82 -3.27
H -1.27 -4.14 -1.65
H -0.22 -2.83 -2.19
H -1.25 -3.68 -3.35
H -5.24 -2.01 -0.21
H -5.75 -0.71 0.87
H -4.63 -1.94 1.45
H -4.53 -0.20 -1.93
H -3.57 1.18 -1.37
H -5.19 0.92 -0.74
H -3.22 0.05 2.19
H -4.29 1.22 1.41
H -2.57 1.19 1.01
*
```

=====

3.
The following is a quantum chemistry calculation of a molecular structure, C32H42CoF3GeIO2Si, from OMol25.

⟨S²⟩: 4.0676
Molar mass: 802.21 g/mol
LUMO (alpha / beta): -1.689 / -1.927 eV
Largest force on an atom: 0.404 eV/A
Total energy: -5741.4602 Ha
Frontier orbital gap (alpha / beta): 6.21 / 6.89 eV

The geometry in ORCA input format:
```
! wB97M-V def2-TZVPD RIJCOSX def2/J DEFGRID3
* xyz 0 4
Co 0.00 0.19 0.22
F 2.40 1.06 0.69
C 2.00 0.10 -0.23
F 2.84 -0.94 0.00
F 2.38 0.61 -1.43
C -0.04 -1.07 -3.21
C -0.18 -2.34 -2.35
C 1.22 -2.94 -2.19
C -1.03 -3.35 -3.14
Si -1.03 -1.96 -0.67
C -2.87 -1.42 -0.81
C -3.34 -0.64 0.43
C -3.74 -2.68 -0.93
C -3.14 -0.55 -2.04
C -0.67 -3.26 0.70
C 0.80 -3.17 1.15
C -0.94 -4.68 0.19
C -1.53 -3.04 1.95
H 0.59 -1.30 -4.07
H 0.43 -0.24 -2.67
H -1.00 -0.72 -3.59
H 1.65 -3.06 -3.18
H 1.19 -3.94 -1.73
H 1.89 -2.31 -1.61
H -0.50 -3.59 -4.06
H -2.00 -2.95 -3.43
H -1.19 -4.29 -2.60
H -3.36 -1.25 1.34
H -4.37 -0.30 0.25
H -2.74 0.25 0.64
H -3.74 -3.28 -0.02
H -3.46 -3.33 -1.76
H -4.78 -2.37 -1.10
H -2.48 0.32 -2.09
H -4.17 -0.18 -1.99
H -3.04 -1.11 -2.97
H 1.51 -3.38 0.35
H 0.98 -3.90 1.94
H 1.05 -2.18 1.55
H -0.24 -4.99 -0.59
H -1.95 -4.81 -0.18
H -0.81 -5.38 1.03
H -1.47 -2.02 2.32
H -1.17 -3.70 2.74
H -2.58 -3.27 1.78
I -2.98 6.71 -5.02
C -2.46 5.30 -3.58
C -1.64 4.24 -3.92
C -1.30 3.30 -2.95
C -1.78 3.43 -1.65
C -2.60 4.51 -1.32
C -2.95 5.44 -2.28
C -1.44 2.43 -0.60
O -1.88 2.50 0.54
O -0.65 1.47 -1.00
H -1.27 4.14 -4.92
H -0.66 2.47 -3.20
H -2.97 4.59 -0.31
H -3.59 6.28 -2.03
Ge -0.26 0.74 2.79
C -2.00 0.49 3.62
C -2.25 -0.52 4.55
C -3.50 -0.64 5.14
C -4.51 0.24 4.81
C -4.27 1.25 3.88
C -3.02 1.37 3.29
C 1.26 -0.02 3.75
C 1.32 -1.29 4.31
C 2.42 -1.72 5.02
C 3.51 -0.88 5.18
C 3.49 0.39 4.62
C 2.37 0.81 3.91
H 0.02 2.23 2.56
H -1.47 -1.21 4.84
H -3.68 -1.43 5.87
H -5.49 0.15 5.27
H -5.06 1.94 3.62
H -2.85 2.15 2.56
H 0.49 -1.98 4.18
H 2.44 -2.71 5.44
H 4.38 -1.21 5.73
H 4.33 1.06 4.73
H 2.37 1.80 3.47
*
```